Entry 1:
Formula: C3H5N3
Source: the Open Molecules 2025 dataset
Level of theory: ωB97M-V/def2-TZVPD

Structure (XYZ):
```
11
Properties=species:S:1:pos:R:3:forces:R:3
N 0.31553 -0.29617 1.85361 -0.41 0.23 -0.12
C -0.06218 -0.47210 0.56327 -0.77 0.03 -0.41
N 1.22747 1.52797 -0.44677 -0.16 -0.02 -0.65
N 0.34119 1.15794 -1.18721 0.65 0.10 0.06
C -0.66971 0.13933 -0.76915 0.13 0.12 0.66
C -0.33932 -1.23903 -0.45378 0.29 -0.32 0.15
H 0.12706 -0.98394 2.56711 0.12 -0.07 -0.34
H 1.01172 0.40631 2.05921 -0.38 0.01 -0.22
H 0.17702 1.59243 -2.11606 0.03 -0.05 0.00
H -1.64173 0.39403 -1.25133 0.23 0.16 1.06
H -0.50251 -2.23020 -0.82795 0.27 -0.19 -0.18
```
Forces are in eV/Å.

Calculated values
- orbital gap (eV) = 8.92
- charge = 0
- E_HOMO (eV) = -7.837
- energy relative to the best compared isomer or geometry (same formula, charge and spin) (kcal/mol) = 123.81
- LUMO energy (eV) = 1.1

Here are the Löwdin charges for atoms 1 to 2, given in e: atom 1 (N): 0.106, atom 2 (C): -0.274



Entry 2:
Formula: C3H5N3
Source: the Open Molecules 2025 dataset
Level of theory: ωB97M-V/def2-TZVPD

Structure (XYZ):
```
11
Properties=species:S:1:pos:R:3:forces:R:3
C -1.64280 0.19254 0.29333 -0.05 -0.11 0.08
N -0.39945 0.72388 -0.24258 0.32 0.11 0.02
C 0.79784 0.63359 0.35831 0.09 0.10 0.34
C 1.88627 0.58081 0.88018 -0.10 0.10 -0.30
N 1.89663 -1.83385 -1.16109 -1.89 -0.12 -0.53
N 0.82737 -1.84849 -1.42915 1.89 -0.06 0.39
H -2.06657 -0.53048 -0.41181 -0.01 0.07 0.16
H -1.44662 -0.32346 1.23499 0.01 0.09 -0.12
H -2.38059 0.98694 0.47584 0.22 -0.17 -0.04
H -0.36851 0.87242 -1.23574 -0.01 0.03 -0.02
H 2.89643 0.54610 1.23772 -0.45 -0.03 0.03
```
Forces are in eV/Å.

Calculated values
- orbital gap (eV) = 9.47
- SMILES string = C#CNC.N#N
- charge = 0
- E_HOMO (eV) = -8.317
- energy relative to the best compared isomer or geometry (same formula, charge and spin) (kcal/mol) = 38.15
- LUMO energy (eV) = 1.1

Here are the Löwdin charges for atoms 1 to 2, given in e: atom 1 (C): -0.098, atom 2 (N): -0.099



Entry 3:
Formula: C3H5N3
Source: the Open Molecules 2025 dataset
Level of theory: ωB97M-V/def2-TZVPD

Structure (XYZ):
```
11
Properties=species:S:1:pos:R:3:forces:R:3
C -1.62496 -0.28150 -0.20673 -0.09 0.00 -0.04
C -0.35137 0.45368 -0.23551 0.04 0.16 0.14
N 1.11613 -1.18883 1.28454 0.39 0.30 -0.43
N 1.68273 -0.68979 0.36979 -0.24 -0.25 0.30
N 1.01802 0.18997 -0.71596 0.19 -0.06 -0.01
C 0.48554 1.41444 -0.10433 -0.29 0.05 -0.07
H -1.76673 -0.71029 0.78912 -0.01 0.05 -0.16
H -2.46169 0.37724 -0.44521 0.04 -0.02 0.07
H -1.60256 -1.09850 -0.93270 0.05 0.11 0.09
H 2.66439 -0.82967 0.06594 0.00 -0.10 0.11
H 0.83735 2.41248 0.10724 -0.09 -0.25 -0.01
```
Forces are in eV/Å.

Calculated values
- orbital gap (eV) = 9.02
- charge = 0
- E_HOMO (eV) = -7.887
- energy relative to the best compared isomer or geometry (same formula, charge and spin) (kcal/mol) = 133.44
- LUMO energy (eV) = 1.1

Here are the Löwdin charges for atoms 1 to 2, given in e: atom 1 (C): -0.044, atom 2 (C): -0.283



Entry 4:
Formula: C3H5N3
Source: the Open Molecules 2025 dataset
Level of theory: ωB97M-V/def2-TZVPD

Structure (XYZ):
```
11
Properties=species:S:1:pos:R:3:forces:R:3
C -1.66698 -0.09591 -0.13075 -0.07 -0.06 0.00
C -0.18267 -0.13620 0.01494 0.01 -0.05 -0.03
C 0.68801 0.95611 0.28772 -0.05 0.20 0.18
N 1.91071 0.51639 0.38133 -0.39 0.44 -0.08
N 1.80613 -0.81056 0.18521 0.32 0.60 -0.28
N 0.55047 -1.22343 -0.10747 0.01 0.44 -0.17
H -2.02821 -0.97406 -0.66923 0.06 0.09 0.08
H -1.96743 0.80493 -0.67722 0.05 -0.17 0.09
H -2.15329 -0.06577 0.85022 0.06 -0.02 -0.14
H 0.49062 2.01458 0.33342 -0.21 -0.02 0.26
H 2.55264 -0.98607 -0.46815 0.21 -1.47 0.09
```
Forces are in eV/Å.

Calculated values
- orbital gap (eV) = 11.14
- SMILES string = Cc1cn[nH]n1
- charge = 0
- E_HOMO (eV) = -10.059
- energy relative to the best compared isomer or geometry (same formula, charge and spin) (kcal/mol) = 28.60
- LUMO energy (eV) = 1.1

Here are the Löwdin charges for atoms 1 to 2, given in e: atom 1 (C): -0.044, atom 2 (C): -0.355



Entry 5:
Formula: C3H5N3
Source: the Open Molecules 2025 dataset
Level of theory: ωB97M-V/def2-TZVPD

Structure (XYZ):
```
11
Properties=species:S:1:pos:R:3:forces:R:3
C -0.78293 -0.17393 0.13472 -2.50 2.37 -0.91
C 0.14874 1.08502 0.16213 -0.71 0.71 1.16
C 1.38249 -0.63863 -0.11884 1.93 -0.26 1.03
H -2.56887 0.72907 -0.26080 1.70 -1.75 0.36
H -0.24262 1.70039 -0.65279 0.21 0.56 0.53
H 0.17317 1.61583 1.21713 -0.26 -0.88 -2.22
H 2.26758 -1.32241 -0.16257 -0.99 0.53 -0.32
H 0.02812 -2.22067 -0.28058 -0.20 3.87 2.50
N -2.06565 -0.22022 -0.16035 2.16 0.47 0.83
N 1.50476 0.62447 -0.17149 -0.88 -0.52 0.18
N 0.15521 -1.17892 0.29345 -0.47 -5.10 -3.14
```
Forces are in eV/Å.

Calculated values
- orbital gap (eV) = 10.21
- SMILES string = [H]/N=C1\CN=CN1
- charge = 0
- E_HOMO (eV) = -9.449
- energy relative to the best compared isomer or geometry (same formula, charge and spin) (kcal/mol) = 39.67
- LUMO energy (eV) = 0.8

Here are the Löwdin charges for atoms 1 to 2, given in e: atom 1 (C): -0.433, atom 2 (C): -0.166



Entry 6:
Formula: C3H5N3
Source: the Open Molecules 2025 dataset
Level of theory: ωB97M-V/def2-TZVPD

Structure (XYZ):
```
11
Properties=species:S:1:pos:R:3:forces:R:3
C 1.09106 1.39313 0.58896 -0.62 0.15 1.01
C -0.34279 -1.62038 -0.77760 -0.67 1.47 1.05
C -1.72136 -1.43296 -0.46253 -4.64 1.34 0.61
H 0.57772 2.08184 1.35332 0.25 -0.86 -1.65
H 1.73289 0.83452 1.25228 0.42 -0.49 -0.05
H 1.72329 1.97147 -0.09092 -0.37 -0.08 -0.04
H -0.81523 0.65862 0.18930 -0.73 -0.45 -0.05
H -0.05899 -2.48583 -1.25246 0.78 -1.91 -0.74
N 0.12935 0.48737 -0.09235 1.41 0.39 0.62
N 0.53774 -0.73312 -0.49467 -0.10 1.55 0.05
N -2.85368 -1.15465 -0.21331 4.27 -1.11 -0.81
```
Forces are in eV/Å.

Calculated values
- orbital gap (eV) = 9.56
- SMILES string = CN/N=C\C#N
- charge = 0
- E_HOMO (eV) = -9.217
- energy relative to the best compared isomer or geometry (same formula, charge and spin) (kcal/mol) = 51.93
- LUMO energy (eV) = 0.3

Here are the Löwdin charges for atoms 1 to 2, given in e: atom 1 (C): -0.078, atom 2 (C): -0.185



Entry 7:
Formula: C3H5N3
Source: the Open Molecules 2025 dataset
Level of theory: ωB97M-V/def2-TZVPD

Structure (XYZ):
```
11
Properties=species:S:1:pos:R:3:forces:R:3
C 0.47361 0.27866 -1.47636 0.12 0.08 -0.07
N -0.67912 -0.19586 -0.72671 0.03 0.04 0.16
C -0.39915 -0.40056 0.61860 0.44 0.50 0.76
N -0.73775 -1.40231 1.31044 0.02 0.49 -0.29
C 0.40238 0.64327 1.45979 -0.63 -0.94 0.75
N 0.71081 0.97966 2.52781 0.17 0.42 -1.34
H 1.01093 1.06297 -0.91953 0.00 0.00 -0.25
H 0.16138 0.66084 -2.45080 0.04 -0.04 0.20
H 1.15839 -0.56112 -1.63545 -0.07 0.19 -0.02
H -1.53251 0.33394 -0.87205 0.17 -0.15 0.04
H -0.39832 -1.19667 2.25089 -0.29 -0.61 0.05
```
Forces are in eV/Å.

Calculated values
- orbital gap (eV) = 10.74
- SMILES string = [H]/N=C(\C#N)NC
- charge = 0
- E_HOMO (eV) = -10.302
- energy relative to the best compared isomer or geometry (same formula, charge and spin) (kcal/mol) = 42.49
- LUMO energy (eV) = 0.4

Here are the Löwdin charges for atoms 1 to 2, given in e: atom 1 (C): -0.107, atom 2 (N): -0.058



Entry 8:
Formula: C3H5N3
Source: the Open Molecules 2025 dataset
Level of theory: ωB97M-V/def2-TZVPD

Structure (XYZ):
```
11
Properties=species:S:1:pos:R:3:forces:R:3
C -1.63341 -0.05177 0.12783 -0.11 -0.22 -0.15
N -0.20913 -0.19069 -0.10517 -0.02 -0.85 0.11
C 0.69945 0.78252 0.19134 -0.43 -0.69 -1.28
C 1.90425 0.10218 0.08151 0.01 -0.06 -0.27
N 1.64865 -1.16701 -0.30428 0.13 -0.16 0.44
N 0.35567 -1.32948 -0.43177 -0.04 -0.34 0.70
H -2.17211 -0.48118 -0.71168 -0.16 -0.01 0.06
H -1.87242 -0.58292 1.05197 -0.12 0.03 -0.17
H -1.89194 1.00442 0.26785 0.22 -0.29 -0.18
H 0.25664 1.49691 -0.47968 0.72 2.52 1.11
H 2.91434 0.41704 0.31208 -0.21 0.08 -0.37
```
Forces are in eV/Å.

Calculated values
- orbital gap (eV) = 10.60
- SMILES string = Cn1ccnn1
- charge = 0
- E_HOMO (eV) = -9.739
- energy relative to the best compared isomer or geometry (same formula, charge and spin) (kcal/mol) = 60.57
- LUMO energy (eV) = 0.9

Here are the Löwdin charges for atoms 1 to 2, given in e: atom 1 (C): -0.018, atom 2 (N): -0.250



Entry 9:
Formula: C3H5N3
Source: the Open Molecules 2025 dataset
Level of theory: ωB97M-V/def2-TZVPD

Structure (XYZ):
```
11
Properties=species:S:1:pos:R:3:forces:R:3
C -1.63166 0.24296 0.19748 0.23 0.56 -1.21
C -0.23684 -0.01173 0.54269 0.49 -0.09 -0.51
C 0.58087 0.41453 -0.49691 1.30 -0.15 0.84
N 1.66131 -0.37731 -0.35233 0.83 0.23 0.59
N 1.59080 -1.08294 0.77850 0.24 -0.38 0.07
N 0.45542 -0.83360 1.36339 -0.24 -0.59 -0.62
H -1.11373 0.70109 -0.86338 -3.26 1.04 2.07
H -2.34036 0.49796 1.02326 0.47 0.74 -1.14
H -2.09206 -0.51163 -0.42871 0.05 -0.98 0.55
H 0.66959 1.45101 -0.80776 -0.29 -0.47 -0.86
H 2.45668 -0.49034 -0.95623 0.19 0.10 0.21
```
Forces are in eV/Å.

Calculated values
- orbital gap (eV) = 10.33
- SMILES string = Cc1c[nH]nn1
- charge = 0
- E_HOMO (eV) = -9.467
- energy relative to the best compared isomer or geometry (same formula, charge and spin) (kcal/mol) = 91.42
- LUMO energy (eV) = 0.9

Here are the Löwdin charges for atoms 1 to 2, given in e: atom 1 (C): -0.056, atom 2 (C): -0.397



Entry 10:
Formula: C3H5N3
Source: the Open Molecules 2025 dataset
Level of theory: ωB97M-V/def2-TZVPD

Structure (XYZ):
```
11
Properties=species:S:1:pos:R:3:forces:R:3
C 2.07258 -0.18048 0.31548 1.63 -0.37 -1.45
C -0.23236 -1.19615 0.11501 -0.05 0.44 0.96
C 0.62330 0.21761 0.38430 0.75 -2.33 -1.80
N 3.16418 -0.45488 -0.00208 -2.25 0.48 1.05
N -1.33759 -1.06145 -0.45790 0.04 1.01 -0.55
N 0.48357 1.26998 -0.67457 -1.13 -0.01 1.95
H 0.03734 -2.21544 0.55097 0.53 1.49 -0.36
H 0.50603 0.41526 1.45428 -0.78 0.95 -0.40
H -1.90304 -1.88768 -0.59473 0.19 -0.41 0.21
H 0.93174 0.98877 -1.52986 -0.07 -0.22 -0.07
H -0.46541 1.66885 -0.84928 1.14 -1.03 0.46
```
Forces are in eV/Å.

Calculated values
- orbital gap (eV) = 10.76
- SMILES string = [H]/N=C/[C@H](N)C#N
- charge = 0
- E_HOMO (eV) = -9.881
- energy relative to the best compared isomer or geometry (same formula, charge and spin) (kcal/mol) = 45.43
- LUMO energy (eV) = 0.9

Here are the Löwdin charges for atoms 1 to 2, given in e: atom 1 (C): -0.216, atom 2 (C): -0.181